Computed, not measured: C18H8BrCl5N2O4SV as an isolated structure, with ωB97M-V with the def2-TZVPD basis set.

The geometry in ORCA input format:
```
! RIJCOSX wB97M-V def2-TZVPD def2/J DEFGRID3
* xyz 0 4
C -0.19 3.19 4.37
C 2.66 -2.49 0.21
H 0.95 2.69 -4.49
Cl -2.20 4.21 5.89
C 0.38 1.91 -4.01
Cl 2.01 2.24 3.12
C -0.03 1.99 -2.71
N -0.54 -0.63 0.50
C 0.78 -0.70 0.29
C 0.31 2.63 3.20
Br 0.41 3.52 -1.66
C -0.48 2.37 2.10
C -1.55 3.51 4.46
C -0.70 -0.25 -4.00
V -0.39 1.50 0.12
H 3.93 -4.22 0.21
N -0.70 1.08 -2.02
H 0.10 -0.22 -6.33
S -1.22 -2.12 0.56
H -1.56 -0.80 -2.10
O -1.87 -2.35 1.81
C -1.03 -0.05 -2.68
C 0.02 0.74 -4.68
Cl -4.07 3.65 3.42
C 1.34 -2.08 0.31
C 0.55 -4.35 0.55
H 2.09 -5.82 0.51
Cl -2.78 2.36 0.79
Cl 0.83 3.50 5.73
H -0.26 -5.05 0.69
H 3.45 -1.77 0.08
C 1.87 -4.77 0.45
C -2.39 3.27 3.37
C 0.32 -2.99 0.48
C -1.80 2.71 2.25
O -1.97 -2.37 -0.64
C 2.91 -3.86 0.28
H -0.99 -1.17 -4.49
O 0.40 0.62 -5.97
O 1.41 0.35 0.06
*
```

The HOMO-LUMO gap (alpha / beta) is 7.85 / 8.50 eV. For the HOMO energy (alpha / beta), the calculation gives -7.90 / -8.67 eV. The calculation puts the molecular weight at 656.452 g mol⁻¹. For the energy above the lowest of the compared OMol25 structures with the same formula, charge and spin, the calculation gives 10.3 kcal/mol. The lowest unoccupied orbital energy (alpha / beta) comes out at -0.053 / -0.175 eV.


Computed, not measured: one molecule with the formula C6H11NO4, with ωB97M-V with the def2-TZVPD basis set.

The geometry in ORCA input format:
```
! RIJCOSX wB97M-V def2-TZVPD def2/J DEFGRID3
* xyz 0 1
H 0.31 -0.08 -1.92
H 3.74 -1.29 -0.03
O -0.24 -1.87 -1.06
H -0.56 2.31 1.47
C -0.81 -2.00 0.15
C -2.47 2.47 0.48
H 2.08 -2.06 -1.76
C 0.22 0.02 0.21
H -2.15 3.11 -0.34
N 2.74 -1.24 0.11
H -1.63 0.93 1.73
O -0.71 1.00 -0.12
C -1.31 1.66 1.00
C 2.07 -1.12 -1.19
O -0.38 -1.02 0.99
H 2.49 -2.12 0.55
H -2.90 3.08 1.27
C 0.61 -0.70 -1.08
O -1.52 -2.90 0.47
H 1.06 0.41 0.78
H 2.60 -0.38 -1.79
H -3.24 1.80 0.09
*
```

The HOMO-LUMO gap is 10.78 eV. For the HOMO energy, the calculation gives -10.03 eV. As for the SMILES: CCO[C@H]1OC(=O)O[C@@H]1CN. The calculation puts the molecular weight at 161.157 g mol⁻¹. For the energy above the lowest of the compared OMol25 structures with the same formula, charge and spin, the calculation gives 20.9 kcal/mol. The lowest unoccupied orbital energy comes out at 0.751 eV.


Computed, not measured: one molecule with the formula C13H15Cl2NO2, with ωB97M-V with the def2-TZVPD basis set.

The geometry in ORCA input format:
```
! RIJCOSX wB97M-V def2-TZVPD def2/J DEFGRID3
* xyz 0 1
O -2.43 -0.45 -0.60
H 1.54 1.11 -2.37
C -0.64 0.41 -6.21
O -0.47 0.18 -4.84
H 0.41 2.01 -4.43
H -0.87 1.47 -6.41
H -1.48 0.61 -2.46
N -0.55 0.81 -0.65
H 1.13 -1.40 7.07
C 0.29 -0.71 3.34
H 0.90 -0.30 1.32
H 0.26 0.14 -6.77
C 0.58 0.93 -4.27
H 0.21 1.19 -0.11
C 0.90 -1.21 6.03
C 1.57 -0.21 5.35
C -0.60 1.12 -2.06
H 2.32 0.39 5.84
H 0.75 -0.45 -2.65
Cl 2.09 1.29 3.19
C -1.46 0.01 -0.04
H -2.09 -0.38 2.00
C -1.19 -0.25 1.41
C 0.02 -0.42 1.93
H 1.54 0.66 -4.76
Cl -1.52 -2.74 3.28
H -0.57 -2.76 5.91
C 0.66 0.63 -2.78
C 1.26 0.02 4.02
H -1.47 -0.21 -6.53
C -0.36 -1.72 4.06
H -0.71 2.20 -2.19
C -0.06 -1.97 5.39
*
```

The HOMO-LUMO gap is 9.55 eV. For the HOMO energy, the calculation gives -9.22 eV. As for the SMILES: COCCCNC(=O)/C=C/c1c(Cl)cccc1Cl. The calculation puts the molecular weight at 288.174 g mol⁻¹. For the energy above the lowest of the compared OMol25 structures with the same formula, charge and spin, the calculation gives 3.8 kcal/mol. The lowest unoccupied orbital energy comes out at 0.335 eV.


Computed, not measured: C31H56FNbO9PSSi as an isolated structure, with ωB97M-V with the def2-TZVPD basis set.

The geometry in ORCA input format:
```
! RIJCOSX wB97M-V def2-TZVPD def2/J DEFGRID3
* xyz -1 1
P 6.62 0.84 3.07
C 0.37 -1.75 4.02
H -3.30 3.34 3.80
O 5.46 -0.22 3.11
H 0.95 -0.90 5.92
H -0.76 -0.73 5.56
H -5.20 4.16 0.10
C -3.95 4.38 -1.62
H -4.33 -2.62 0.74
H 8.36 1.96 5.04
C -5.86 -1.96 -2.81
H 0.50 1.19 0.74
H -6.57 -5.09 -2.17
C -1.81 3.32 -1.48
H -4.67 0.75 2.05
H -4.71 3.02 1.98
C -1.15 -1.68 1.35
H -3.08 0.85 2.80
H -1.27 4.66 -3.68
H 5.70 1.10 -3.77
H -5.53 -0.94 -2.57
C 8.66 0.99 4.63
O 7.45 0.54 1.74
C 0.12 -0.58 3.07
C 2.88 1.25 -3.86
H -6.03 -2.11 0.69
O 6.29 2.26 3.17
H 1.72 -2.39 -3.50
H -2.71 3.89 -4.35
H -2.38 -3.16 -3.23
C -0.28 -0.63 -2.90
H 0.25 1.86 -0.84
Nb -0.66 -0.81 -0.68
H -0.65 -1.47 -3.48
H -4.67 4.98 -2.16
C 0.10 -1.41 5.48
H -0.13 -2.29 6.08
H 8.70 -0.82 0.87
O 2.79 -0.72 -0.40
H 9.18 0.40 5.38
C -6.48 -4.49 -1.27
C -3.69 2.68 1.78
C 5.19 0.54 -4.55
C -4.24 3.91 -0.35
H -0.71 -3.33 -1.70
C -2.35 4.57 -3.58
F 2.00 -2.22 1.32
H 0.02 0.33 3.66
H -7.44 -4.00 -1.11
S 1.79 -1.76 -0.25
H -0.85 3.11 -1.91
C 1.58 0.98 -3.47
O -1.27 2.15 0.58
H -1.87 -3.35 -0.37
H 7.77 -1.46 2.25
C -3.36 3.15 0.39
H -2.63 4.41 2.58
C -2.80 3.36 2.83
O -3.77 -3.74 -1.85
H -0.24 -2.60 3.71
C -3.66 1.15 1.93
H -6.94 -1.95 -2.86
H 4.00 -1.90 -4.18
C 2.03 -1.36 -3.61
O -1.08 -0.67 2.34
H 1.41 -2.05 3.92
H 9.31 1.15 3.77
H -1.85 2.84 2.93
H 4.67 0.40 1.25
C -2.73 -2.83 -2.25
H 3.19 2.28 -3.96
C -1.57 -2.80 -1.26
C -5.09 -2.15 0.13
C 3.33 -1.08 -4.00
H -3.15 -1.83 -2.40
H -4.75 -1.13 -0.08
H 6.97 -1.18 0.69
C 1.12 -0.34 -3.33
Si -5.24 -3.11 -1.47
C -0.26 1.33 -0.03
C -2.72 4.08 -2.20
C -2.12 2.85 -0.20
O 7.50 0.24 4.25
H -2.35 -0.26 -0.90
H 0.89 1.79 -3.28
H 3.95 -1.04 1.99
H -6.30 -5.13 -0.41
H -3.19 0.67 1.08
H -0.91 0.23 -3.14
H -2.18 -2.03 1.29
H 3.59 0.57 2.65
H -0.54 -2.56 1.59
H 5.20 1.16 -5.44
C 7.73 -0.82 1.37
C 4.35 -0.05 2.19
H -5.44 -2.19 -3.79
H -2.78 5.55 -3.75
H 0.98 -0.43 2.41
H 5.75 -0.37 -4.74
C 3.78 0.23 -4.13
O 2.03 -2.99 -0.97
*
```

The HOMO-LUMO gap is 6.91 eV. For the HOMO energy, the calculation gives -5.10 eV. The calculation puts the molecular weight at 775.811 g mol⁻¹. The lowest unoccupied orbital energy comes out at 1.808 eV.